DFT (ωB97M-V/def2-TZVPD) results for C14H19Cl7MnN3O6 as an isolated structure.

Its spin multiplicity is 6. As for the net charge: +1. For the energy above the lowest of the compared OMol25 structures with the same formula, charge and spin, the calculation gives 0.368 eV. Its electronic energy is -5532.20434 Eh.

XYZ file:
```
50
C14H19Cl7MnN3O6 ωB97M-V/def2-TZVPD
Mn -10.379 18.480 26.985
Cl -13.694 18.836 26.470
O -14.900 18.574 27.155
O -13.802 20.092 25.800
O -12.615 18.915 27.511
O -13.373 17.766 25.567
N -10.077 17.714 29.030
C -10.977 17.823 30.026
C -10.753 17.537 31.366
C -9.527 17.005 31.706
C -8.569 16.807 30.705
C -8.940 17.067 29.414
H -11.883 18.376 29.796
H -11.476 17.886 32.089
H -9.193 16.805 32.717
H -7.603 16.423 30.997
H -8.138 16.984 28.686
N -12.030 14.724 22.790
C -11.396 14.977 21.639
C -11.733 16.046 20.807
C -12.627 16.993 21.252
C -13.328 16.733 22.408
C -13.044 15.538 23.079
H -10.517 14.434 21.314
H -11.077 16.201 19.960
H -12.810 17.925 20.730
H -14.011 17.401 22.914
H -13.696 15.401 23.936
C -13.712 15.992 29.453
N -15.186 15.716 29.477
O -15.541 14.560 29.363
O -15.956 16.650 29.502
H -13.333 15.331 28.677
H -13.274 15.821 30.431
H -13.570 17.020 29.133
C -14.851 23.231 26.194
Cl -14.922 25.005 26.270
Cl -16.460 22.516 25.992
H -14.259 22.890 25.352
H -14.487 22.902 27.160
C -14.724 20.894 29.828
Cl -14.548 22.289 30.877
Cl -14.626 19.384 30.772
H -15.724 20.891 29.409
H -13.957 20.910 29.062
C -15.051 20.581 23.051
Cl -14.784 22.175 22.319
Cl -16.051 19.541 21.998
H -14.083 20.097 23.085
H -15.544 20.616 24.014
```

Need the Mulliken charges? In units of e they are: 1.236, 1.536, -0.603, -0.502, -0.341, -0.646, -0.087, -0.065, -0.733, -0.153, -0.507, -0.137, 0.460, 0.452, 0.413, 0.398, 0.261, -0.613, -0.057, -0.513, -0.167, 0.036, -0.389, 0.346, 0.335, 0.391, 0.215, 0.412, -0.527, 0.940, -0.552, -0.473, 0.348, 0.362, -0.080, 0.208, -0.168, -0.154, 0.086, 0.021, 0.027, -0.153, -0.133, 0.340, -0.077, 0.108, -0.161, -0.180, 0.126, 0.114